{
  "formula": "C18H38LiN2O2",
  "method": "ωB97M-V/def2-TZVPD",
  "elements": ["Li", "C", "C", "C", "C", "C", "C", "N", "O", "C", "C", "C", "H", "H", "H", "H", "H", "H", "H", "H", "H", "H", "H", "H", "H", "H", "H", "H", "H", "H", "H", "C", "C", "C", "C", "C", "C", "N", "O", "C", "C", "C", "H", "H", "H", "H", "H", "H", "H", "H", "H", "H", "H", "H", "H", "H", "H", "H", "H", "H", "H"],
  "coordinates": [[-0.897, -0.174, 0.069], [0.335, -1.932, 3.601], [0.191, -1.230, 2.335], [1.425, -1.174, 1.444], [1.594, -2.562, 0.805], [0.346, -2.678, -0.138], [-0.847, -2.920, 0.624], [-0.969, -1.788, 1.545], [-2.275, -1.500, 2.122], [-0.977, -4.204, 1.386], [-2.104, -2.899, -0.276], [-0.238, 0.123, 2.807], [-0.644, -2.076, 4.096], [1.025, -1.416, 4.278], [0.738, -2.840, 3.469], [2.378, -0.900, 1.992], [1.214, -0.387, 0.667], [1.577, -3.360, 1.542], [2.588, -2.702, 0.308], [0.541, -3.463, -0.802], [0.312, -1.801, -0.835], [-2.366, -1.767, 3.046], [-0.797, -5.122, 0.809], [-1.964, -4.389, 1.861], [-0.289, -4.135, 2.138], [-3.009, -3.065, 0.223], [-2.012, -3.626, -1.136], [-2.152, -1.905, -0.661], [-1.104, 0.169, 3.480], [-0.549, 0.658, 1.971], [0.533, 0.668, 3.343], [-1.347, 2.786, -2.646], [-0.688, 1.537, -2.259], [0.534, 1.070, -3.050], [1.713, 2.009, -2.953], [2.099, 2.167, -1.487], [1.018, 2.465, -0.617], [-0.181, 1.597, -0.857], [-1.185, 1.831, 0.100], [0.595, 3.982, -0.587], [1.602, 2.316, 0.841], [-1.627, 0.395, -2.433], [-1.685, 2.653, -3.612], [-0.619, 3.537, -2.768], [-2.094, 3.142, -2.020], [0.253, 0.968, -4.119], [0.926, 0.116, -2.656], [1.621, 2.975, -3.426], [2.623, 1.527, -3.454], [2.838, 2.967, -1.442], [2.556, 1.215, -1.140], [-1.452, 2.738, 0.055], [1.056, 4.519, 0.248], [-0.471, 4.126, -0.371], [0.756, 4.559, -1.500], [1.881, 1.317, 1.069], [0.853, 2.658, 1.573], [2.470, 2.908, 0.945], [-1.176, -0.639, -2.378], [-1.981, 0.522, -3.450], [-2.496, 0.432, -1.719]],
  "de_lowest_kj_mol": 54.04,
  "lumo_energy_ha": -0.076,
  "gap_ha": 0.37047,
  "total_charge": 1,
  "spin_multiplicity": 1,
  "total_energy_ev": -26554.1397
}


{
  "formula": "C18H38N5O9",
  "method": "ωB97M-V/def2-TZVPD",
  "elements": ["N", "C", "C", "O", "C", "O", "C", "C", "O", "C", "O", "C", "O", "C", "C", "N", "C", "O", "C", "C", "N", "C", "N", "C", "C", "N", "O", "C", "C", "O", "C", "O", "H", "H", "H", "H", "H", "H", "H", "H", "H", "H", "H", "H", "H", "H", "H", "H", "H", "H", "H", "H", "H", "H", "H", "H", "H", "H", "H", "H", "H", "H", "H", "H", "H", "H", "H", "H", "H", "H"],
  "coordinates": [[-1.733, -2.065, -2.275], [-0.679, -2.078, -1.251], [0.688, -2.399, -1.888], [0.953, -1.512, -2.934], [1.745, -2.296, -0.772], [1.690, -0.957, -0.391], [2.652, -0.491, 0.551], [1.936, 0.588, 1.375], [2.852, 1.090, 2.310], [1.352, 1.678, 0.447], [0.021, 1.247, 0.167], [-0.775, 2.075, -0.650], [-1.864, 1.304, -1.095], [-2.794, 0.923, -0.090], [-3.985, 0.253, -0.779], [-3.793, -1.194, -0.967], [-3.314, 2.120, 0.730], [-4.114, 1.571, 1.751], [-2.137, 2.938, 1.250], [-1.287, 3.355, 0.048], [-0.195, 4.209, 0.467], [2.221, 1.890, -0.811], [2.058, 3.257, -1.299], [3.685, 1.562, -0.493], [3.903, 0.081, -0.165], [5.128, -0.054, 0.588], [1.471, -3.192, 0.269], [0.213, -3.004, 0.887], [0.108, -4.089, 1.963], [-1.069, -3.872, 2.718], [-0.951, -3.078, -0.122], [-2.173, -2.773, 0.518], [-1.387, -1.500, -3.050], [-1.890, -3.007, -2.628], [-0.624, -1.065, -0.833], [0.691, -3.408, -2.314], [1.214, -0.670, -2.536], [2.742, -2.587, -1.133], [2.950, -1.314, 1.213], [1.077, 0.125, 1.886], [2.422, 1.764, 2.849], [1.305, 2.626, 1.000], [-0.231, 2.354, -1.562], [-2.321, 0.226, 0.616], [-4.864, 0.421, -0.154], [-4.126, 0.726, -1.752], [-4.650, -1.623, -1.311], [-2.916, -1.488, -1.644], [-3.514, -1.646, -0.082], [-3.928, 2.758, 0.070], [-4.336, 2.263, 2.384], [-2.488, 3.820, 1.789], [-1.530, 2.332, 1.925], [-1.951, 3.841, -0.694], [-0.557, 5.103, 0.781], [0.429, 4.372, -0.318], [1.860, 1.215, -1.593], [2.473, 3.344, -2.221], [2.570, 3.888, -0.687], [4.317, 1.836, -1.339], [4.003, 2.155, 0.367], [4.024, -0.484, -1.099], [5.034, 0.414, 1.483], [5.350, -1.028, 0.762], [0.167, -2.014, 1.366], [0.088, -5.073, 1.479], [1.002, -4.029, 2.593], [-1.092, -4.493, 3.454], [-1.000, -4.097, -0.542], [-2.123, -3.144, 1.418]],
  "de_lowest_kj_mol": 47.56,
  "lumo_energy_ha": -0.073,
  "gap_ha": 0.34066,
  "total_charge": 1,
  "smiles": "N[C@@H]1[C@@H](O)[C@@H](O[C@@H]2[C@@H](O)[C@H](O[C@H]3O[C@H](C[NH3+])[C@@H](O)C[C@H]3N)[C@@H](N)C[C@H]2N)O[C@H](CO)[C@H]1O",
  "spin_multiplicity": 1,
  "total_energy_ev": -45155.4613
}


{
  "formula": "C18H38NO2P2Zn",
  "method": "ωB97M-V/def2-TZVPD",
  "elements": ["Zn", "P", "P", "N", "C", "H", "H", "C", "H", "H", "C", "H", "H", "C", "H", "H", "C", "C", "H", "H", "H", "C", "C", "H", "H", "H", "C", "C", "H", "H", "H", "C", "C", "H", "H", "H", "C", "C", "H", "H", "H", "C", "H", "H", "H", "C", "H", "H", "H", "C", "H", "H", "H", "H", "H", "H", "H", "O", "H", "H", "O", "C"],
  "coordinates": [[-0.096, -0.121, 0.351], [0.117, -2.020, -0.917], [0.261, 2.103, 1.018], [1.356, 0.569, -1.208], [1.596, -1.769, -1.876], [2.309, -2.522, -1.549], [1.317, -1.947, -2.900], [2.277, -0.432, -1.826], [3.212, -0.541, -1.216], [2.594, -0.077, -2.837], [2.010, 1.964, -1.162], [1.470, 2.656, -1.866], [3.081, 2.034, -1.457], [1.941, 2.468, 0.292], [2.110, 3.553, 0.400], [2.617, 1.856, 0.939], [0.374, 2.799, 2.736], [0.785, 1.674, 3.719], [1.715, 1.165, 3.421], [0.000, 0.898, 3.842], [0.973, 2.137, 4.711], [-0.770, 3.273, -0.019], [-2.246, 3.137, 0.347], [-2.815, 3.500, -0.516], [-2.507, 3.743, 1.211], [-2.535, 2.091, 0.520], [-1.202, -2.389, -2.185], [-2.490, -2.996, -1.611], [-3.271, -2.986, -2.391], [-2.867, -2.430, -0.756], [-2.334, -4.053, -1.333], [0.390, -3.605, 0.078], [-0.679, -3.803, 1.178], [-0.331, -4.559, 1.907], [-1.639, -4.162, 0.774], [-0.889, -2.889, 1.759], [-1.986, 0.162, 1.257], [-0.283, 4.727, 0.150], [0.545, 4.830, 0.875], [0.068, 5.080, -0.832], [-1.127, 5.361, 0.456], [-0.741, -3.286, -3.360], [-1.634, -3.839, -3.737], [-0.310, -2.663, -4.167], [-0.006, -4.049, -3.020], [0.600, -4.882, -0.734], [0.842, -5.696, -0.036], [-0.302, -5.165, -1.294], [1.457, -4.768, -1.413], [-0.794, 3.574, 3.270], [-1.735, 3.043, 3.256], [-0.593, 3.840, 4.302], [-0.919, 4.517, 2.771], [1.238, 3.473, 2.626], [1.329, -3.366, 0.604], [-0.595, 2.871, -1.045], [-1.399, -1.372, -2.578], [-2.743, -0.170, 2.066], [0.174, 0.837, -2.088], [-0.355, 0.690, -2.589], [2.199, -1.212, 2.112], [1.237, -0.857, 1.572]],
  "de_lowest_kj_mol": 210.37,
  "lumo_energy_ha": [-0.137, -0.137],
  "gap_ha": [0.22363, 0.22360],
  "total_charge": 1,
  "spin_multiplicity": 1,
  "total_energy_ev": -91853.5125
}


What did the third record say?
{
  "formula": "C18H38NO2P2Zn",
  "method": "ωB97M-V/def2-TZVPD",
  "elements": ["Zn", "P", "P", "N", "C", "H", "H", "C", "H", "H", "C", "H", "H", "C", "H", "H", "C", "C", "H", "H", "H", "C", "C", "H", "H", "H", "C", "C", "H", "H", "H", "C", "C", "H", "H", "H", "C", "C", "H", "H", "H", "C", "H", "H", "H", "C", "H", "H", "H", "C", "H", "H", "H", "H", "H", "H", "H", "O", "H", "H", "O", "C"],
  "coordinates": [[-0.096, -0.121, 0.351], [0.117, -2.020, -0.917], [0.261, 2.103, 1.018], [1.356, 0.569, -1.208], [1.596, -1.769, -1.876], [2.309, -2.522, -1.549], [1.317, -1.947, -2.900], [2.277, -0.432, -1.826], [3.212, -0.541, -1.216], [2.594, -0.077, -2.837], [2.010, 1.964, -1.162], [1.470, 2.656, -1.866], [3.081, 2.034, -1.457], [1.941, 2.468, 0.292], [2.110, 3.553, 0.400], [2.617, 1.856, 0.939], [0.374, 2.799, 2.736], [0.785, 1.674, 3.719], [1.715, 1.165, 3.421], [0.000, 0.898, 3.842], [0.973, 2.137, 4.711], [-0.770, 3.273, -0.019], [-2.246, 3.137, 0.347], [-2.815, 3.500, -0.516], [-2.507, 3.743, 1.211], [-2.535, 2.091, 0.520], [-1.202, -2.389, -2.185], [-2.490, -2.996, -1.611], [-3.271, -2.986, -2.391], [-2.867, -2.430, -0.756], [-2.334, -4.053, -1.333], [0.390, -3.605, 0.078], [-0.679, -3.803, 1.178], [-0.331, -4.559, 1.907], [-1.639, -4.162, 0.774], [-0.889, -2.889, 1.759], [-1.986, 0.162, 1.257], [-0.283, 4.727, 0.150], [0.545, 4.830, 0.875], [0.068, 5.080, -0.832], [-1.127, 5.361, 0.456], [-0.741, -3.286, -3.360], [-1.634, -3.839, -3.737], [-0.310, -2.663, -4.167], [-0.006, -4.049, -3.020], [0.600, -4.882, -0.734], [0.842, -5.696, -0.036], [-0.302, -5.165, -1.294], [1.457, -4.768, -1.413], [-0.794, 3.574, 3.270], [-1.735, 3.043, 3.256], [-0.593, 3.840, 4.302], [-0.919, 4.517, 2.771], [1.238, 3.473, 2.626], [1.329, -3.366, 0.604], [-0.595, 2.871, -1.045], [-1.399, -1.372, -2.578], [-2.743, -0.170, 2.066], [0.174, 0.837, -2.088], [-0.355, 0.690, -2.589], [2.199, -1.212, 2.112], [1.237, -0.857, 1.572]],
  "de_lowest_kj_mol": 210.37,
  "lumo_energy_ha": [-0.137, -0.137],
  "gap_ha": [0.22363, 0.22360],
  "total_charge": 1,
  "spin_multiplicity": 1,
  "total_energy_ev": -91853.5125
}


Repeat the first record exactly.
{
  "formula": "C18H38LiN2O2",
  "method": "ωB97M-V/def2-TZVPD",
  "elements": ["Li", "C", "C", "C", "C", "C", "C", "N", "O", "C", "C", "C", "H", "H", "H", "H", "H", "H", "H", "H", "H", "H", "H", "H", "H", "H", "H", "H", "H", "H", "H", "C", "C", "C", "C", "C", "C", "N", "O", "C", "C", "C", "H", "H", "H", "H", "H", "H", "H", "H", "H", "H", "H", "H", "H", "H", "H", "H", "H", "H", "H"],
  "coordinates": [[-0.897, -0.174, 0.069], [0.335, -1.932, 3.601], [0.191, -1.230, 2.335], [1.425, -1.174, 1.444], [1.594, -2.562, 0.805], [0.346, -2.678, -0.138], [-0.847, -2.920, 0.624], [-0.969, -1.788, 1.545], [-2.275, -1.500, 2.122], [-0.977, -4.204, 1.386], [-2.104, -2.899, -0.276], [-0.238, 0.123, 2.807], [-0.644, -2.076, 4.096], [1.025, -1.416, 4.278], [0.738, -2.840, 3.469], [2.378, -0.900, 1.992], [1.214, -0.387, 0.667], [1.577, -3.360, 1.542], [2.588, -2.702, 0.308], [0.541, -3.463, -0.802], [0.312, -1.801, -0.835], [-2.366, -1.767, 3.046], [-0.797, -5.122, 0.809], [-1.964, -4.389, 1.861], [-0.289, -4.135, 2.138], [-3.009, -3.065, 0.223], [-2.012, -3.626, -1.136], [-2.152, -1.905, -0.661], [-1.104, 0.169, 3.480], [-0.549, 0.658, 1.971], [0.533, 0.668, 3.343], [-1.347, 2.786, -2.646], [-0.688, 1.537, -2.259], [0.534, 1.070, -3.050], [1.713, 2.009, -2.953], [2.099, 2.167, -1.487], [1.018, 2.465, -0.617], [-0.181, 1.597, -0.857], [-1.185, 1.831, 0.100], [0.595, 3.982, -0.587], [1.602, 2.316, 0.841], [-1.627, 0.395, -2.433], [-1.685, 2.653, -3.612], [-0.619, 3.537, -2.768], [-2.094, 3.142, -2.020], [0.253, 0.968, -4.119], [0.926, 0.116, -2.656], [1.621, 2.975, -3.426], [2.623, 1.527, -3.454], [2.838, 2.967, -1.442], [2.556, 1.215, -1.140], [-1.452, 2.738, 0.055], [1.056, 4.519, 0.248], [-0.471, 4.126, -0.371], [0.756, 4.559, -1.500], [1.881, 1.317, 1.069], [0.853, 2.658, 1.573], [2.470, 2.908, 0.945], [-1.176, -0.639, -2.378], [-1.981, 0.522, -3.450], [-2.496, 0.432, -1.719]],
  "de_lowest_kj_mol": 54.04,
  "lumo_energy_ha": -0.076,
  "gap_ha": 0.37047,
  "total_charge": 1,
  "spin_multiplicity": 1,
  "total_energy_ev": -26554.1397
}